Record 1
The following is a quantum chemistry calculation of C22H24N4O5S in the gas phase, from the OMol25 dataset.

Properties
largest force on an atom	0.88	eV/Å
HOMO level	-8.522	eV
energy relative to the best compared isomer or geometry (same formula, charge and spin)	5.5	kcal per mole
structure (SMILES)	Cc1ccccc1NC(=O)[C@H]1CCCN1S(=O)(=O)c1ccc2c(c1)n(C)c(=O)c(=O)n2C
spin multiplicity	1
frontier orbital gap	8.6	eV

Each line ends with the Mulliken charge.
Atoms and positions in Å:
1 C 4.48516 0.37061 -1.50774  -1.3894
2 C 4.39004 -0.99552 -0.89611  1.0124
3 C 5.24370 -2.01251 -1.29525  -0.7554
4 C 5.14948 -3.28619 -0.76021  -0.6017
5 C 4.18353 -3.56080 0.19052  -0.7499
6 C 3.32272 -2.56292 0.61077  -0.5464
7 C 3.42205 -1.28533 0.07416  0.5190
8 N 2.58105 -0.24854 0.50994  0.2035
9 C 1.34283 -0.34610 1.02072  -0.2166
10 O 0.74332 -1.36985 1.29097  -0.6497
11 C 0.70638 1.01722 1.29936  0.4877
12 C 1.17489 1.65619 2.61102  -0.6300
13 C 0.78203 3.11873 2.40013  -0.6935
14 C 1.06462 3.34494 0.91137  -0.4959
15 N 1.06324 2.01543 0.30714  -0.2758
16 S 0.44893 1.82267 -1.23734  1.4206
17 O 1.19741 0.75689 -1.83726  -0.7238
18 O 0.48151 3.11278 -1.85702  -0.7790
19 C -1.23458 1.27264 -1.01922  -0.4273
20 C -2.27096 2.18192 -0.95231  -1.4305
21 C -3.55250 1.71806 -0.72183  -0.3605
22 C -3.79964 0.35694 -0.52455  0.8459
23 C -2.72478 -0.55874 -0.56947  -0.0064
24 C -1.44567 -0.07823 -0.84342  -0.0855
25 N -2.94365 -1.89915 -0.33233  -0.0886
26 C -1.82165 -2.82058 -0.30529  -1.1882
27 C -4.19293 -2.41365 -0.09464  0.5923
28 O -4.38043 -3.59166 0.11150  -0.6203
29 C -5.35553 -1.44561 -0.09208  0.6056
30 O -6.48526 -1.84068 0.08945  -0.6192
31 N -5.07750 -0.11253 -0.28999  -0.1002
32 C -6.20061 0.80433 -0.26588  -1.3554
33 H 4.78633 1.11474 -0.76801  0.3592
34 H 3.52216 0.66352 -1.92719  0.2289
35 H 5.22403 0.37389 -2.30478  0.4041
36 H 5.99360 -1.80319 -2.04461  0.3443
37 H 5.82606 -4.06037 -1.08964  0.3828
38 H 4.09799 -4.55136 0.61078  0.3946
39 H 2.56588 -2.76988 1.34866  0.4756
40 H 2.83150 0.67667 0.18445  0.1887
41 H -0.38312 0.86077 1.34527  0.0495
42 H 2.25731 1.55932 2.70331  0.3648
43 H 0.70113 1.20260 3.47818  0.3939
44 H -0.27956 3.25182 2.61074  0.3244
45 H 1.34960 3.79917 3.03057  0.4076
46 H 2.05127 3.79029 0.75178  0.4059
47 H 0.32635 3.98487 0.42537  0.2277
48 H -2.07010 3.22960 -1.10408  0.5262
49 H -4.36366 2.42459 -0.69015  0.4614
50 H -0.60007 -0.73721 -0.92699  0.8323
51 H -2.21217 -3.79043 -0.00199  0.3965
52 H -1.37548 -2.90793 -1.29623  0.3495
53 H -1.06788 -2.48833 0.40936  0.3963
54 H -6.29940 1.31600 -1.22338  0.3922
55 H -7.09361 0.20750 -0.08378  0.3992
56 H -6.08535 1.53256 0.53722  0.3966



Record 2
The following is a quantum chemistry calculation of C22H25BrIrN5O as an isolated structure at a distorted geometry, from the OMol25 dataset.

Properties
largest force on an atom	2.83	eV/Å
HOMO level (alpha / beta)	-16.715 / -16.765	eV
spin multiplicity	2
net charge	+3
<S²>	0.82
frontier orbital gap (alpha / beta)	5.9 / 5.1	eV

Each line ends with the Mulliken spin population.
Atoms and positions in Å:
1 Ir -0.04779 0.53817 0.20502  -0.0143
2 Br 5.82648 -4.28959 1.51175  0.1487
3 C 4.63816 -2.83390 1.35857  0.2481
4 C 4.79689 -1.69507 2.18457  -0.0569
5 C 3.93847 -0.64475 2.07670  0.1388
6 C 2.85953 -0.62065 1.11149  0.0938
7 O 2.06584 0.34765 1.08148  0.1979
8 C 2.73849 -1.78997 0.23860  0.0806
9 C 1.84845 -1.84226 -0.87099  -0.0585
10 N 1.06644 -0.88584 -1.29552  0.1102
11 C 0.60167 -0.82708 -2.58355  -0.0075
12 C 1.06939 -1.63079 -3.63627  0.0502
13 C 0.65032 -1.43166 -4.94649  -0.0142
14 C -0.24131 -0.42490 -5.25775  0.0605
15 C -0.75384 0.40942 -4.23851  -0.0127
16 C -1.68206 1.43487 -4.50912  0.0105
17 C -2.09868 2.24897 -3.48029  -0.0061
18 C -1.57695 2.02986 -2.20405  0.0040
19 N -0.76583 1.02828 -1.90438  -0.0060
20 C -0.33365 0.21565 -2.89157  0.0102
21 C 3.61372 -2.86764 0.41282  0.0179
22 H 5.60846 -1.67366 2.89701  0.0001
23 H 4.06153 0.21901 2.71444  0.0014
24 H 1.88014 -2.78538 -1.42089  0.0098
25 H 1.77824 -2.42361 -3.45034  -0.0012
26 H 1.01999 -2.07658 -5.73104  -0.0002
27 H -0.56851 -0.25886 -6.27472  0.0008
28 H -2.05417 1.57175 -5.51583  0.0005
29 H -2.80213 3.05330 -3.64078  0.0002
30 H -1.83696 2.70135 -1.39939  -0.0013
31 H 3.52097 -3.73294 -0.22891  0.0011
32 C -1.89080 2.78519 1.42907  0.0022
33 C -2.96072 1.69228 1.30656  -0.0001
34 N -2.46265 0.51756 0.56175  -0.0159
35 C -2.75686 -0.77109 1.19929  0.0034
36 C -1.93828 -0.94772 2.48443  -0.0027
37 N -0.53176 -0.58028 2.26391  0.0149
38 C 0.03494 0.31865 3.27787  -0.0001
39 C -0.57686 1.71559 3.19634  0.0025
40 N -0.59050 2.22067 1.80961  -0.0078
41 H -2.23479 3.52317 2.16511  -0.0003
42 H -1.76251 3.31033 0.48317  -0.0012
43 H -3.84254 2.12380 0.82424  -0.0008
44 H -3.27207 1.36993 2.30012  -0.0001
45 H -2.88249 0.51232 -0.36423  0.0011
46 H -2.50225 -1.56439 0.49075  -0.0001
47 H -3.82278 -0.86075 1.43988  -0.0007
48 H -2.02538 -1.99107 2.79679  0.0005
49 H -2.34528 -0.33418 3.28756  0.0000
50 H 0.03330 -1.42517 2.22097  -0.0018
51 H 1.10529 0.39340 3.09844  0.0015
52 H -0.12139 -0.07912 4.28604  -0.0009
53 H -0.00559 2.38036 3.84959  -0.0008
54 H -1.59826 1.69109 3.57405  0.0001
55 H 0.12890 2.93628 1.70664  0.0007



Record 3
The following is a quantum chemistry calculation of C22H25CdN3O3 as an isolated structure at a distorted geometry, from the OMol25 dataset.

Properties
largest force on an atom	6.61	eV/Å
HOMO level (alpha / beta)	-12.550 / -12.597	eV
energy relative to the best compared isomer or geometry (same formula, charge and spin)	39.9	kcal per mole
spin multiplicity	1
net charge	+2
frontier orbital gap (alpha / beta)	4.5 / 4.0	eV

Each line ends with the Mulliken charge.
Atoms and positions in Å:
1 C -0.69152 3.51571 -2.64021  -1.2580
2 C -1.54958 2.92844 -3.69492  1.0202
3 H 0.26489 3.83440 -3.05465  0.5361
4 H -1.10348 4.39834 -2.18393  0.5163
5 C -2.18759 1.68536 -3.70316  1.0904
6 C -2.22245 0.42226 -3.06115  -0.6433
7 H -1.27194 0.20546 -2.54581  0.2646
8 H -3.00132 0.40763 -2.26875  0.3105
9 C -1.77783 3.81542 -4.93932  -1.7297
10 H -1.26436 4.77715 -4.83999  0.3961
11 H -2.84128 4.04985 -5.13189  0.3891
12 H -1.37294 3.36020 -5.86183  0.4090
13 C -3.08646 1.37730 -4.86056  -1.5721
14 H -2.46684 1.34712 -5.78062  0.3870
15 H -3.94533 2.06095 -4.93158  0.3753
16 H -3.47703 0.35878 -4.68889  0.3945
17 Cd 0.77500 -1.38305 1.67730  1.4199
18 O -0.08351 0.20021 0.42530  -1.0406
19 C -1.11640 0.91644 0.47318  0.4144
20 O -1.33027 -1.33904 2.41435  -0.9320
21 C -2.29420 -0.62292 2.03242  0.5142
22 O -3.48781 -0.71541 2.61470  -0.3417
23 N -2.29072 0.37355 1.02494  0.3716
24 C -4.38143 0.29216 2.02914  -0.4538
25 C -3.66321 0.90325 0.86402  -0.3742
26 H -4.58846 1.03286 2.80807  0.2862
27 H -5.29875 -0.22455 1.74532  0.3328
28 H -3.68136 1.99595 0.88837  0.4555
29 H -4.08491 0.57140 -0.09563  0.1109
30 C -1.11998 2.29153 0.00348  -0.4723
31 C -0.16441 2.52203 -1.12086  -0.6537
32 H -2.11747 2.39227 -0.52988  -0.0028
33 H 0.45371 1.80355 -1.63621  0.4690
34 H 0.43452 3.27638 -0.61441  0.3230
35 C 2.58751 -5.25636 0.28860  -0.6173
36 C 3.74667 -5.35571 1.07214  -0.4942
37 C 4.08516 -4.30593 1.91597  -0.4512
38 C 3.25612 -3.18216 2.00271  0.2608
39 N 2.11811 -3.12120 1.25738  -0.0061
40 C 1.79884 -4.11004 0.40271  0.0886
41 C 3.54579 -2.02225 2.87969  0.4649
42 C 4.68577 -1.93843 3.68968  -0.4427
43 C 4.88849 -0.81227 4.47986  -0.4987
44 C 3.96244 0.23799 4.42804  -0.6400
45 C 2.84931 0.10716 3.59920  0.1149
46 N 2.64271 -1.00577 2.87303  -0.1806
47 H 2.28642 -6.04260 -0.39573  0.4058
48 H 4.37568 -6.24233 1.02237  0.4566
49 H 4.98745 -4.32526 2.53325  0.2919
50 H 0.88937 -3.97506 -0.19475  0.3727
51 H 5.38635 -2.77553 3.67672  0.2838
52 H 5.76022 -0.75340 5.12893  0.4559
53 H 4.08543 1.14534 5.01536  0.4039
54 H 2.09689 0.90282 3.50852  0.4185



Record 4
The following is a quantum chemistry calculation of C22H25Cl2N4O2RuS2 as an isolated structure, from the OMol25 dataset.

Properties
largest force on an atom	0.61	eV/Å
HOMO level (alpha / beta)	-13.757 / -13.785	eV
energy relative to the best compared isomer or geometry (same formula, charge and spin)	20.6	kcal per mole
spin multiplicity	6
net charge	+2
<S²>	8.78
frontier orbital gap (alpha / beta)	8.3 / 5.8	eV

Each line ends with the Mulliken spin population.
Atoms and positions in Å:
1 Ru 0.63258 -0.19952 -0.39555  3.6584
2 C -3.46768 3.94543 4.85776  -0.0004
3 C -2.74189 3.52816 3.61078  -0.0004
4 C -1.39155 3.81649 3.43677  0.0022
5 C -0.71652 3.45403 2.28190  -0.0032
6 C -1.41220 2.77329 1.29656  0.0061
7 C -2.76678 2.46556 1.43933  -0.0014
8 C -3.41945 2.84948 2.59586  0.0018
9 S -0.71634 2.38277 -0.24680  0.0000
10 O -0.93168 3.42447 -1.20158  0.0227
11 O -1.27125 1.04373 -0.63891  0.1285
12 N 0.81750 2.02485 0.09017  0.1837
13 C 1.76130 2.00301 -0.94604  -0.0063
14 C 1.81472 2.80567 -2.09960  0.0079
15 C 2.87373 2.63249 -2.95513  -0.0051
16 C 3.85076 1.66198 -2.68433  0.0320
17 C 3.67998 0.86887 -1.58256  -0.0083
18 N 2.64142 1.00128 -0.72479  0.0924
19 H -2.80023 4.44004 5.56031  0.0000
20 H -3.91065 3.08211 5.35590  0.0000
21 H -4.27704 4.63681 4.62035  0.0000
22 H -0.85836 4.34417 4.21710  0.0001
23 H 0.33055 3.69479 2.15949  0.0036
24 H -3.29906 1.94473 0.65473  -0.0010
25 H -4.47417 2.62865 2.70811  0.0011
26 H 1.06042 3.55561 -2.27578  0.0008
27 H 2.95895 3.26118 -3.83175  0.0001
28 H 4.72262 1.55263 -3.31303  0.0003
29 H 4.41823 0.11880 -1.31448  -0.0003
30 Cl -0.19902 -0.59651 2.07045  0.1160
31 C -1.84706 -1.06920 1.65846  0.0376
32 C -2.80116 -0.84130 2.62138  -0.0264
33 C -4.11177 -1.21340 2.34119  0.0661
34 C -4.43622 -1.80170 1.12999  -0.0246
35 C -3.45173 -2.02765 0.18370  0.0456
36 Cl -3.89473 -2.76573 -1.30825  0.0137
37 C -2.11745 -1.65764 0.41185  0.0004
38 S -0.89353 -1.95405 -0.77308  0.5991
39 H -2.53130 -0.38917 3.56465  0.0022
40 H -4.88432 -1.04634 3.07926  0.0030
41 H -5.45491 -2.08856 0.91106  0.0008
42 N 2.77299 -4.62180 -2.64134  -0.0001
43 C 3.28043 -4.23886 -1.26933  0.0079
44 C 2.36261 -3.18419 -0.67542  0.0024
45 N 2.18820 -2.00864 -1.53472  0.0527
46 C 1.75974 -2.38407 -2.88687  -0.0172
47 C 2.66350 -3.41369 -3.54333  0.0076
48 H 1.85648 -5.06857 -2.55305  0.0001
49 H 3.38992 -5.31989 -3.06052  -0.0006
50 H 4.29486 -3.86974 -1.42146  0.0003
51 H 3.31854 -5.14626 -0.66972  0.0003
52 H 2.76978 -2.87913 0.28874  0.0104
53 H 1.37419 -3.60915 -0.48035  -0.0077
54 H 3.05215 -1.47737 -1.58839  -0.0112
55 H 1.73212 -1.49700 -3.52027  0.0073
56 H 0.73708 -2.76739 -2.83372  -0.0017
57 H 3.68259 -3.04894 -3.67298  0.0004
58 H 2.28009 -3.75561 -4.50273  0.0000